Entry 1:
A structure of composition C5H10NO7Rb, computed with ωB97M-V/def2-TZVPD.

Its HOMO energy is -0.1806 Eh. The total charge is 0. Its HOMO-LUMO gap is 0.98 eV. The total energy comes out at -801.79657 a.u. For the relative energy (zero: lowest compared OMol25 entry of this formula, charge and spin), the calculation gives 638.45 kJ/mol. Its largest force on an atom is 5.2 eV/Å.

CARTESIAN COORDINATES (ANGSTROEM)
Rb: -3.40443 -11.71333 14.31017
C: -8.36837 -14.66886 12.18692
C: -9.18213 -14.21558 11.03633
O: -9.95443 -13.25381 11.02596
N: -8.94770 -14.95345 9.75080
H: -8.21262 -14.51515 9.21447
H: -8.46557 -15.83401 9.86148
C: -10.15515 -15.36141 8.92474
H: -8.47977 -14.03498 13.06663
H: -7.30464 -14.47984 12.04253
H: -8.56184 -15.73203 12.32950
H: -9.83293 -15.70003 7.94005
H: -10.62227 -14.41381 8.65649
H: -10.84670 -15.97450 9.50264
O: -2.48613 -6.61713 17.13533
C: -2.54706 -7.72888 17.88647
O: -1.51995 -7.91726 18.58901
O: -3.55536 -8.44549 17.79400
H: -1.62125 -6.47027 17.52518
O: 3.43727 -8.72713 12.97349
C: 2.61888 -9.60430 13.50881
O: 1.38694 -9.59640 13.60630
O: 3.28249 -10.50345 13.99116
H: 4.15663 -9.19937 13.39907


Entry 2:
The ion C5H10NOS2 with charge +1, computed with ωB97M-V/def2-TZVPD.

Its HOMO energy is -0.4648 Eh. The total charge is +1. Its HOMO-LUMO gap is 8.34 eV. The total energy comes out at -1122.37563 a.u. For the relative energy (zero: lowest compared OMol25 entry of this formula, charge and spin), the calculation gives 545.58 kJ/mol. Its largest force on an atom is 4.0 eV/Å.

CARTESIAN COORDINATES (ANGSTROEM)
C: 0.26370 0.34764 -1.52138
C: -1.04688 -0.29616 0.31967
C: 1.10866 -0.68178 0.66401
C: -0.02885 1.65894 -2.03137
C: -2.46152 -0.52410 0.79699
N: 1.29516 0.39899 -0.32005
O: -0.20222 -0.86843 1.11447
S: 1.53052 -2.33438 -0.09540
S: 2.26246 -0.08584 2.06541
H: -0.07172 2.64735 -1.32818
H: -0.92881 1.73917 -2.65151
H: 0.88192 1.84237 -2.65915
H: -2.92518 -1.44969 0.40066
H: -3.06789 0.35827 0.40088
H: -2.51842 -0.51699 1.85058
H: 2.29060 0.31294 -0.64998
H: 1.34026 1.27387 0.16989
H: 0.43400 -3.04707 0.26794
H: 1.84423 -0.77508 3.20653


Entry 3:
The ion C5H10NOS2 with charge +1, computed with ωB97M-V/def2-TZVPD.

Its HOMO energy is -0.4485 Eh. The total charge is +1. Its SMILES is C[C@@]12OCC[NH2+][C@@H]1SS2. Its HOMO-LUMO gap is 8.22 eV. The total energy comes out at -1122.54563 a.u. For the relative energy (zero: lowest compared OMol25 entry of this formula, charge and spin), the calculation gives 99.26 kJ/mol. Its largest force on an atom is 3.7 eV/Å.

CARTESIAN COORDINATES (ANGSTROEM)
C: 2.18843 -0.49746 -0.05635
C: 0.95490 -0.08128 0.62260
O: 0.54689 1.25092 0.48092
C: -0.48020 1.70230 -0.34098
C: -1.61030 0.74929 -0.27011
N: -1.08676 -0.69030 -0.68661
C: -0.18912 -1.24677 0.33126
S: -0.86221 -1.38000 2.06349
S: 0.87517 -0.15390 2.55188
H: 2.93535 0.30035 -0.06556
H: 1.80590 -0.73768 -1.00801
H: 2.60843 -1.34394 0.38185
H: -0.33663 2.03487 -1.39513
H: -0.84328 2.65908 0.13168
H: -1.91677 0.64562 0.82197
H: -2.56412 0.90236 -0.90181
H: -1.81842 -1.32460 -0.96523
H: -0.48902 -0.57769 -1.66336
H: 0.28175 -2.21117 -0.03250


Entry 4:
The ion C5H10NS with charge +1, computed with ωB97M-V/def2-TZVPD.

Its HOMO energy (alpha / beta) is -0.4475 / -0.4980 Eh. The total charge is +1. Its HOMO-LUMO gap (alpha / beta) is 5.40 / 8.33 eV. The total energy comes out at -649.03129 a.u. For the relative energy (zero: lowest compared OMol25 entry of this formula, charge and spin), the calculation gives 509.58 kJ/mol. Its largest force on an atom is 4.1 eV/Å.

CARTESIAN COORDINATES (ANGSTROEM)
C: -0.33114 -0.94066 1.48583
C: 0.54527 -0.08020 -0.59245
C: 0.56626 1.27273 -0.10380
C: 1.38057 2.40315 -0.63285
C: -1.19366 -1.88145 -0.58029
N: -0.32939 -1.05991 0.17365
S: -1.44982 -1.62844 2.52348
H: 0.27576 -0.11381 -1.65291
H: 1.51282 -0.44437 -0.29120
H: -0.23945 1.47254 0.50288
H: 0.68804 3.22889 -0.71841
H: 1.87772 2.24772 -1.56898
H: 2.12850 2.73327 0.05638
H: -2.23161 -1.42152 -0.50202
H: -1.33876 -2.90362 -0.17602
H: -0.93980 -1.84129 -1.57321
H: -0.92132 -1.04303 3.64992


Entry 5:
A structure of composition C5H10NS, computed with ωB97M-V/def2-TZVPD.

Its HOMO energy is -0.4746 Eh. The total charge is +1. Its HOMO-LUMO gap is 9.25 eV. The total energy comes out at -649.08006 a.u. For the relative energy (zero: lowest compared OMol25 entry of this formula, charge and spin), the calculation gives 381.54 kJ/mol. Its largest force on an atom is 6.7 eV/Å.

CARTESIAN COORDINATES (ANGSTROEM)
C: 1.07697 -1.08632 0.76551
C: 0.43303 -1.77032 1.66982
C: 0.07066 -0.08475 0.53622
C: 0.57431 1.60926 1.16752
C: -1.20528 -0.74508 -1.33156
N: -0.27351 0.21514 -0.85458
S: -1.03709 -0.86602 1.79626
H: 2.00690 -1.23885 0.28339
H: 0.71465 -2.71038 2.18792
H: 1.64077 1.63648 1.60950
H: -0.15763 1.90294 1.84324
H: 0.52568 2.19485 0.24475
H: -2.24366 -0.52733 -1.07980
H: -1.14270 -0.60792 -2.44274
H: -0.95673 -1.65426 -0.98362
H: -0.55285 1.18842 -0.95515
H: 0.53420 -0.03279 -1.53766


Entry 6:
A cluster of 2 separate species, C5H10O in total, computed with ωB97M-V/def2-TZVPD.

Its HOMO energy is -0.3346 Eh. The total charge is 0. Its SMILES is C[C@H]1C=CC1.O. Its HOMO-LUMO gap is 10.10 eV. The total energy comes out at -271.66962 a.u. For the relative energy (zero: lowest compared OMol25 entry of this formula, charge and spin), the calculation gives 217.90 kJ/mol. Its largest force on an atom is 1.1 eV/Å.

CARTESIAN COORDINATES (ANGSTROEM)
C: -1.83409 -0.19225 0.64858
C: -0.49032 0.51204 0.76344
C: 0.83329 -0.23525 0.85688
C: 1.36231 0.40804 -0.19551
C: 0.10828 1.16543 -0.52583
H: -2.06831 -0.75321 1.56060
H: -1.86610 -0.88534 -0.20016
H: -2.63042 0.54913 0.50283
H: -0.53327 1.24664 1.57330
H: 1.26623 -0.88579 1.61158
H: 2.35390 0.47382 -0.63485
H: 0.24928 2.24802 -0.48745
H: -0.40113 0.89617 -1.45966
O: 0.98940 -1.44652 -1.66350
H: 0.73697 -1.41674 -0.71614
H: 1.92398 -1.68420 -1.63409


Entry 7:
An isolated molecule of C5H10O, computed with ωB97M-V/def2-TZVPD.

Its HOMO energy is -0.3646 Eh. The total charge is 0. Its SMILES is COCC1CC1. Its HOMO-LUMO gap is 11.07 eV. The total energy comes out at -271.66480 a.u. For the relative energy (zero: lowest compared OMol25 entry of this formula, charge and spin), the calculation gives 230.56 kJ/mol. Its largest force on an atom is 1.4 eV/Å.

CARTESIAN COORDINATES (ANGSTROEM)
C: 0.36838 1.37452 1.15969
O: 0.97003 1.20733 -0.14096
C: 0.16690 0.69308 -1.20794
C: -0.20243 -0.78165 -1.01627
C: 0.46891 -1.30516 0.21242
C: -1.03419 -1.09657 0.18548
H: 1.08411 1.98015 1.71469
H: -0.59789 1.87444 1.06057
H: 0.20026 0.46319 1.76516
H: 0.76425 0.79191 -2.12430
H: -0.72215 1.32974 -1.32377
H: -0.28336 -1.39882 -1.90687
H: 0.82343 -2.31943 0.31817
H: 1.18474 -0.51679 0.47895
H: -1.63017 -2.00557 0.12698
H: -1.56082 -0.29037 0.69801


Entry 8:
A structure of composition C5H10O, computed with ωB97M-V/def2-TZVPD.

Its HOMO energy is -0.3320 Eh. The total charge is 0. Its HOMO-LUMO gap is 9.91 eV. The total energy comes out at -271.63876 a.u. For the relative energy (zero: lowest compared OMol25 entry of this formula, charge and spin), the calculation gives 298.94 kJ/mol. Its largest force on an atom is 4.1 eV/Å.

CARTESIAN COORDINATES (ANGSTROEM)
C: 0.35511 1.58073 -0.31618
C: -0.12150 0.13714 -0.31146
C: -1.57717 -0.20085 -0.45346
C: 0.78735 -1.04269 -0.62595
C: 0.45717 -0.77701 0.79872
O: 1.62008 -0.38930 1.47475
H: -0.27831 2.18967 0.34465
H: 1.37511 1.62262 0.08306
H: 0.35970 2.06091 -1.30186
H: -1.81510 -0.98662 -1.16818
H: -2.20453 0.69418 -0.64988
H: -1.82499 -0.94625 0.66450
H: 0.29786 -1.87973 -1.10236
H: 1.80772 -0.85076 -0.97272
H: -0.62532 -1.27314 1.24441
H: 1.38682 0.06109 2.29194